(1)
{
  "formula": "C19H41CoN6O4P2S",
  "method": "wB97M-V/def2-TZVPD",
  "symbols": ["Co", "C", "N", "C", "P", "O", "O", "P", "O", "N", "C", "C", "N", "C", "C", "N", "C", "C", "H", "H", "H", "H", "H", "H", "H", "H", "H", "H", "H", "H", "H", "H", "H", "H", "H", "H", "H", "H", "H", "H", "H", "H", "C", "C", "C", "O", "H", "H", "H", "H", "H", "H", "H", "C", "C", "C", "N", "H", "H", "H", "H", "H", "S", "C", "N", "C", "C", "C", "C", "H", "H", "H", "H", "H"],
  "coordinates": [[0.34988, 0.60137, -0.89027], [-3.91761, -0.92066, -0.47498], [-3.77017, -0.01570, 0.64352], [-4.80792, 1.02112, 0.78130], [-2.24972, 0.29833, 1.16026], [-1.28412, 1.02199, 0.19079], [-1.70850, -1.31048, 1.27630], [-0.08527, -1.69899, 1.46823], [0.76913, -0.59487, 0.84937], [0.17035, -3.12472, 0.72731], [-0.87810, -4.11438, 0.58121], [1.57934, -3.45933, 0.34787], [0.00373, -1.75856, 3.12558], [1.34984, -1.44318, 3.74343], [-0.77846, -2.66580, 3.95183], [-2.18766, 1.06975, 2.54542], [-1.17288, 2.11252, 2.80095], [-2.98263, 0.64382, 3.70760], [-3.50310, -0.54765, -1.43311], [-4.98908, -1.09602, -0.63938], [-3.41100, -1.87463, -0.30864], [-5.65103, 0.49451, 1.20654], [-5.04856, 1.48626, -0.17926], [-4.51073, 1.72017, 1.53546], [-0.91517, -4.86733, 1.38787], [-0.75024, -4.55500, -0.40721], [-1.82600, -3.63737, 0.51728], [2.13983, -2.58761, 0.16578], [1.53118, -4.09437, -0.48289], [2.15049, -3.93255, 1.14949], [1.14801, -1.11517, 4.74702], [1.81518, -0.58682, 3.17986], [2.04988, -2.28844, 3.77587], [-0.28556, -3.62549, 4.28571], [-1.65409, -2.94672, 3.36471], [-1.09412, -2.15065, 4.88034], [-1.24638, 2.85071, 1.97675], [-0.18855, 1.69812, 2.77863], [-1.42587, 2.60228, 3.75077], [-3.79418, 0.00874, 3.35431], [-3.34125, 1.49743, 4.28127], [-2.32225, 0.08989, 4.40480], [4.21458, 1.66509, 0.36474], [3.20828, 0.68322, -0.11300], [3.86046, -0.34671, -1.09090], [2.12932, 1.35270, -0.81700], [4.93436, 1.23104, 1.03980], [3.66495, 2.49261, 0.89260], [4.72885, 2.05255, -0.49169], [2.76853, 0.19882, 0.75532], [4.31199, 0.13098, -1.99047], [3.02303, -1.04635, -1.36881], [4.54245, -0.98638, -0.56503], [-0.18929, -2.80277, -5.08320], [-1.15032, -2.34534, -3.97527], [-0.41949, -1.46056, -3.04809], [0.02411, -0.73967, -2.25174], [-0.56559, -3.69086, -5.59360], [0.78962, -3.11212, -4.64288], [0.06890, -1.97338, -5.74383], [-1.54871, -3.19207, -3.39265], [-1.96284, -1.73404, -4.42272], [-0.18648, 2.30907, -2.59583], [0.89481, 3.59779, -2.65510], [2.17226, 3.49384, -2.12127], [3.01037, 4.58908, -2.24804], [2.59167, 5.76697, -2.80688], [1.25207, 5.90013, -3.25483], [0.44476, 4.81657, -3.21433], [2.37570, 2.31048, -1.39601], [4.05772, 4.46012, -1.88211], [3.29574, 6.59783, -2.84600], [0.98844, 6.82371, -3.76711], [-0.60690, 4.75310, -3.50176]],
  "mulliken_spin": [2.78, 0.00, 0.00, 0.00, 0.02, 0.01, 0.00, 0.00, 0.03, 0.00, 0.00, 0.00, 0.00, 0.00, 0.00, 0.00, 0.00, 0.00, 0.00, 0.00, 0.00, 0.00, 0.00, 0.00, 0.00, 0.00, 0.00, 0.00, 0.00, 0.00, 0.00, 0.00, 0.00, 0.00, 0.00, 0.00, 0.00, 0.00, 0.00, 0.00, 0.00, 0.00, 0.00, 0.00, 0.01, 0.06, 0.00, 0.00, 0.00, -0.01, 0.00, 0.00, 0.00, 0.00, 0.00, 0.00, 0.06, 0.00, 0.00, 0.00, 0.00, 0.00, 0.76, -0.09, 0.11, 0.02, 0.14, -0.06, 0.13, 0.00, 0.01, 0.00, 0.00, 0.00],
  "e_above_lowest_ev": 0.221,
  "e_homo_ev": [-13.97, -13.97],
  "charge": 2,
  "spin_multiplicity": 5
}

(2)
{
  "formula": "C4H13N3",
  "method": "wB97M-V/def2-TZVPD",
  "symbols": ["N", "C", "C", "N", "C", "C", "N", "H", "H", "H", "H", "H", "H", "H", "H", "H", "H", "H", "H", "H"],
  "coordinates": [[-1.24270, -3.23480, -0.68485], [1.58717, 2.62901, -1.05094], [0.13221, 1.94470, -0.88004], [-0.22196, 1.72808, 0.48075], [0.14357, 0.49398, 1.26457], [-0.29375, -0.85545, 0.70776], [-0.95900, -1.77822, 1.58220], [1.86437, 3.20694, -1.82843], [-1.86385, -2.67025, -1.34446], [2.22515, 1.73660, -0.99093], [1.83774, 3.25776, -0.21662], [0.18119, 1.01590, -1.55405], [-0.70639, 2.57671, -1.37108], [-1.50140, -4.20468, -0.55740], [-0.40568, 0.55760, 2.26112], [1.21726, 0.43265, 1.44018], [0.58048, -1.37692, 0.34615], [-0.90568, -0.71718, -0.17081], [-1.29870, -2.73955, 0.25611], [-0.37001, -2.00289, 2.31078]],
  "mulliken_charge": [-0.68, -1.19, -0.15, -0.34, -0.36, -0.24, -0.74, 0.42, 0.21, 0.28, 0.32, 0.20, 0.31, 0.20, 0.31, 0.22, 0.43, 0.25, 0.36, 0.19],
  "e_above_lowest_ev": 7.408,
  "e_homo_ev": -7.81,
  "charge": 0
}

(3)
{
  "formula": "C2H9NOS2",
  "method": "wB97M-V/def2-TZVPD",
  "symbols": ["N", "C", "C", "S", "S", "H", "H", "H", "H", "H", "H", "H", "H", "H", "O"],
  "coordinates": [[1.19280, 0.28749, 1.18398], [-0.26703, 0.31650, 1.26170], [-0.80367, -0.31593, -0.05775], [-2.57589, -0.23623, -0.20106], [-2.78092, -0.25557, -2.25086], [1.64717, 1.12860, 1.49479], [1.53323, -0.41676, 1.81792], [-0.58798, 1.35645, 1.28270], [-0.60505, -0.26132, 2.11059], [-0.55616, -1.37300, 0.07384], [-0.29927, 0.03707, -0.95496], [-4.13363, -0.25194, -2.08757], [3.57640, 0.01081, -1.21712], [1.97789, -0.03252, -0.90723], [2.68211, 0.00635, -1.54898]],
  "mulliken_spin": [0.00, 0.02, -0.01, 0.58, 0.38, 0.00, 0.00, 0.00, 0.00, 0.04, 0.00, 0.00, 0.00, 0.00, 0.00],
  "e_above_lowest_ev": 0.181,
  "e_homo_ev": [-13.81, -13.81],
  "charge": 1,
  "spin_multiplicity": 2
}

(4)
{
  "formula": "C4H7NO2",
  "method": "wB97M-V/def2-TZVPD",
  "symbols": ["O", "C", "C", "N", "C", "C", "O", "H", "H", "H", "H", "H", "H", "H"],
  "coordinates": [[2.14041, -0.08106, -0.66497], [1.09512, 0.15424, -0.10805], [0.71126, -0.09535, 1.33742], [-0.75038, -0.31065, 1.30624], [-1.24434, -0.09168, -0.07979], [-0.15809, 0.64335, -0.83703], [-0.14636, 0.30744, -2.19324], [1.21818, -0.97682, 1.73888], [1.03592, 0.75198, 1.96381], [-0.87184, -1.31134, 1.25477], [-2.24686, 0.34438, -0.07923], [-1.31100, -1.08340, -0.56326], [-0.22883, 1.73304, -0.68006], [0.75680, 0.01587, -2.39548]],
  "mulliken_charge": [-0.59, 0.48, -0.49, -0.43, -0.79, 0.30, -0.53, 0.29, 0.24, 0.33, 0.29, 0.32, 0.24, 0.34],
  "e_above_lowest_ev": 1.691,
  "e_homo_ev": -9.45,
  "smiles": "O=C1CNC[C@@H]1O",
  "charge": 0
}